(1)
40
Properties=species:S:1:pos:R:3:nbo_charge:R:1 method="wB97M-V/def2-TZVPD" largest_force_ev_per_a=3.50 de_lowest_kj_mol=96.1 smiles="Cc1cc(C)n(CC(=O)n2c(C)c(C)c3ccccc32)n1" e_tot_ev=-24454.709
C 0.452 2.186 5.510 -0.63
C 0.884 1.873 4.117 0.15
C 1.988 2.483 3.450 -0.35
C 2.029 1.916 2.195 0.18
C 3.022 2.230 1.081 -0.65
N 0.973 1.035 2.208 -0.17
C 0.591 0.081 1.148 -0.31
C -0.160 0.640 -0.013 0.69
O -0.288 1.852 -0.144 -0.57
N -0.558 -0.192 -1.090 -0.43
C -1.096 0.263 -2.327 0.20
C -1.212 1.679 -2.869 -0.64
C -1.509 -0.839 -3.063 -0.05
C -2.103 -0.959 -4.466 -0.63
C -1.157 -2.032 -2.236 -0.08
C -1.454 -3.394 -2.507 -0.19
C -1.052 -4.357 -1.544 -0.22
C -0.440 -3.990 -0.380 -0.23
C -0.120 -2.644 -0.173 -0.25
C -0.523 -1.603 -1.071 0.19
N 0.247 1.040 3.359 -0.28
H -0.418 2.829 5.528 0.22
H 1.229 2.723 6.013 0.21
H 0.279 1.226 6.071 0.22
H 2.679 3.178 3.874 0.22
H 3.646 1.364 0.810 0.22
H 2.478 2.493 0.186 0.23
H 3.643 3.091 1.372 0.24
H 1.499 -0.418 0.781 0.23
H -0.034 -0.659 1.603 0.26
H -0.275 2.264 -2.669 0.24
H -1.361 1.706 -3.951 0.22
H -2.049 2.152 -2.407 0.23
H -3.140 -1.199 -4.396 0.22
H -2.046 -0.037 -5.013 0.22
H -1.555 -1.754 -5.010 0.22
H -2.074 -3.667 -3.364 0.22
H -1.303 -5.411 -1.722 0.21
H -0.142 -4.688 0.357 0.22
H 0.426 -2.462 0.752 0.21



(2)
41
Properties=species:S:1:pos:R:3:nbo_charge:R:1 method="wB97M-V/def2-TZVPD" largest_force_ev_per_a=2.38 de_lowest_kj_mol=271.8 smiles="Oc1c(C2=N[C@]3(CN2)CN2CCC3CC2)oc2ccccc12" e_tot_ev=-26501.870
O -1.054 1.897 2.271 -0.68
C 0.088 2.296 1.594 0.34
C 0.604 1.563 0.557 0.10
C -0.015 0.358 0.014 0.40
N -1.031 -0.286 0.553 -0.57
C -1.326 -1.525 -0.158 0.08
C -0.217 -1.581 -1.233 -0.23
N 0.375 -0.243 -1.167 -0.61
C -2.826 -1.511 -0.661 -0.24
N -3.586 -2.706 -0.208 -0.43
C -2.919 -3.961 -0.641 -0.23
C -1.569 -4.095 0.076 -0.45
C -1.231 -2.779 0.825 -0.18
C -2.315 -2.600 1.942 -0.44
C -3.721 -2.607 1.296 -0.23
O 1.791 2.152 0.128 -0.42
C 1.989 3.246 0.921 0.31
C 3.147 4.047 0.947 -0.25
C 3.229 5.074 1.898 -0.20
C 2.188 5.313 2.829 -0.24
C 1.081 4.447 2.806 -0.16
C 0.984 3.427 1.848 -0.17
H -1.315 0.985 2.015 0.53
H -0.614 -1.837 -2.256 0.20
H 0.553 -2.324 -1.031 0.19
H 1.329 -0.038 -1.451 0.40
H -3.340 -0.615 -0.329 0.22
H -2.826 -1.433 -1.752 0.20
H -3.571 -4.802 -0.385 0.20
H -2.751 -3.964 -1.731 0.20
H -1.532 -4.976 0.700 0.21
H -0.812 -4.258 -0.682 0.20
H -0.190 -2.842 1.241 0.22
H -2.278 -3.460 2.654 0.20
H -2.134 -1.679 2.505 0.22
H -4.297 -3.431 1.685 0.20
H -4.267 -1.692 1.585 0.20
H 3.947 3.843 0.242 0.23
H 4.139 5.673 1.951 0.22
H 2.268 6.152 3.550 0.23
H 0.250 4.601 3.494 0.23



(3)
41
Properties=species:S:1:pos:R:3:nbo_charge:R:1 method="wB97M-V/def2-TZVPD" largest_force_ev_per_a=0.47 de_lowest_kj_mol=113.6 smiles="O=C(CSc1ccccn1)N1CCN(c2ccccc2)CC1" e_tot_ev=-35290.516
O 0.819 0.629 2.165 -0.62
C 0.463 0.479 1.012 0.68
C 1.198 1.156 -0.129 -0.63
S 0.198 2.510 -0.832 0.24
C 0.978 3.922 -0.120 0.07
C 0.366 5.166 -0.265 -0.26
C 0.999 6.260 0.289 -0.15
C 2.203 6.079 0.960 -0.28
C 2.722 4.799 1.035 0.06
N 2.127 3.746 0.503 -0.46
N -0.604 -0.281 0.676 -0.44
C -1.056 -0.512 -0.683 -0.23
C -2.174 -1.560 -0.664 -0.22
N -1.772 -2.724 0.081 -0.45
C -1.187 -3.821 -0.529 0.27
C -0.932 -4.970 0.231 -0.30
C -0.380 -6.096 -0.344 -0.18
C -0.072 -6.122 -1.694 -0.26
C -0.328 -4.998 -2.458 -0.17
C -0.872 -3.862 -1.890 -0.32
C -1.451 -2.440 1.472 -0.22
C -1.363 -0.933 1.723 -0.24
H 2.096 1.637 0.263 0.30
H 1.440 0.471 -0.939 0.23
H -0.571 5.250 -0.793 0.22
H 0.559 7.243 0.205 0.22
H 2.721 6.910 1.410 0.22
H 3.657 4.591 1.539 0.20
H -0.226 -0.897 -1.288 0.20
H -1.412 0.420 -1.137 0.20
H -3.071 -1.142 -0.195 0.20
H -2.444 -1.839 -1.681 0.22
H -1.187 -4.988 1.279 0.21
H -0.195 -6.966 0.269 0.21
H 0.359 -7.004 -2.142 0.21
H -0.092 -4.997 -3.513 0.21
H -1.036 -3.004 -2.525 0.20
H -2.213 -2.866 2.138 0.19
H -0.485 -2.896 1.717 0.21
H -0.843 -0.742 2.663 0.26
H -2.362 -0.487 1.786 0.19



(4)
44
Properties=species:S:1:pos:R:3:nbo_charge:R:1 method="wB97M-V/def2-TZVPD" largest_force_ev_per_a=4.02 total_charge=-1 e_tot_ev=-32085.326
C -2.225 -0.508 3.140 -0.46
C -3.289 0.390 3.058 0.28
N -4.225 1.099 2.977 -0.43
C -0.908 -0.150 2.787 -0.01
C 0.104 -1.148 2.800 -0.19
C 1.390 -0.841 2.407 -0.16
C 1.739 0.488 2.100 -0.28
C 3.114 0.776 1.778 0.31
N 4.231 0.974 1.482 -0.40
C 0.751 1.489 2.078 -0.15
C -0.555 1.190 2.431 -0.24
H -2.455 -1.561 3.322 0.24
H -0.159 -2.157 3.123 0.21
H 2.148 -1.625 2.322 0.21
H 1.021 2.497 1.760 0.21
H -1.322 1.967 2.429 0.22
C -4.374 -5.700 5.028 -0.63
C -4.209 -4.390 4.293 0.09
C -3.830 -4.519 2.832 -0.63
O -3.094 -3.628 4.942 -0.51
C -3.416 -2.456 5.517 0.84
N -2.201 -1.649 5.497 -0.17
N -2.141 -0.721 6.320 -0.31
C -1.426 -1.005 7.551 0.84
O -0.768 -1.995 7.791 -0.64
O -1.630 0.043 8.355 -0.50
C -0.765 0.059 9.563 0.09
C -1.550 0.893 10.556 -0.62
C 0.614 0.563 9.224 -0.64
O -4.495 -2.083 5.939 -0.58
H -5.104 -6.356 4.538 0.21
H -3.411 -6.218 5.106 0.21
H -4.742 -5.510 6.042 0.22
H -5.102 -3.763 4.435 0.21
H -4.547 -5.139 2.289 0.21
H -3.841 -3.530 2.364 0.23
H -2.821 -4.946 2.742 0.22
H -0.683 -0.974 9.929 0.20
H -0.981 1.141 11.458 0.20
H -1.898 1.812 10.066 0.22
H -2.437 0.329 10.873 0.22
H 1.202 0.765 10.125 0.21
H 1.150 -0.227 8.688 0.23
H 0.558 1.474 8.611 0.22



(5)
45
Properties=species:S:1:pos:R:3:nbo_charge:R:1 method="wB97M-V/def2-TZVPD" largest_force_ev_per_a=1.21 de_lowest_kj_mol=17.0 smiles="CCOC(=O)CSc1nnc(CNc2nc(-c3ccccc3)cs2)n1C" e_tot_ev=-51153.726
C -5.677 -2.017 -0.009 -0.63
C -6.280 -0.621 -0.023 -0.08
O -5.543 0.213 -0.925 -0.51
C -4.707 1.097 -0.403 0.82
O -4.619 1.388 0.760 -0.61
C -3.913 1.767 -1.515 -0.62
S -2.238 2.142 -0.935 0.29
C -1.883 0.580 -0.276 0.18
N -2.650 -0.473 -0.384 -0.34
N -2.056 -1.469 0.289 -0.29
C -0.941 -1.018 0.795 0.30
C 0.027 -1.843 1.573 -0.26
N 0.830 -2.691 0.711 -0.59
C 1.895 -2.173 0.057 0.29
N 2.472 -1.059 0.340 -0.56
C 3.577 -0.832 -0.442 0.13
C 4.350 0.387 -0.241 -0.08
C 5.218 0.870 -1.219 -0.18
C 5.942 2.027 -1.000 -0.21
C 5.809 2.721 0.191 -0.21
C 4.946 2.250 1.167 -0.23
C 4.222 1.093 0.955 -0.14
C 3.836 -1.817 -1.346 -0.45
S 2.670 -3.089 -1.239 0.35
N -0.770 0.297 0.455 -0.35
C 0.300 1.191 0.798 -0.44
H -6.192 -2.631 0.724 0.21
H -5.770 -2.475 -0.989 0.21
H -4.621 -1.957 0.244 0.24
H -7.309 -0.633 -0.392 0.18
H -6.249 -0.171 0.974 0.21
H -3.864 1.117 -2.387 0.25
H -4.363 2.725 -1.776 0.26
H 0.707 -1.203 2.138 0.23
H -0.528 -2.492 2.253 0.24
H 0.326 -3.425 0.236 0.40
H 5.318 0.344 -2.156 0.21
H 6.611 2.392 -1.766 0.21
H 6.376 3.625 0.358 0.21
H 4.839 2.787 2.099 0.21
H 3.557 0.715 1.716 0.21
H 4.639 -1.895 -2.049 0.24
H 0.285 2.035 0.110 0.22
H 0.171 1.561 1.817 0.21
H 1.252 0.662 0.712 0.26



(6)
44
Properties=species:S:1:pos:R:3:nbo_charge:R:1 method="wB97M-V/def2-TZVPD" largest_force_ev_per_a=6.18 de_lowest_kj_mol=755.2 smiles="N[C@@H](Cc1c[nH]cn1)C(=O)N[C@@H](Cc1c[nH]c2ccccc12)C(=O)O" e_tot_ev=-31524.480
N 0.563 0.502 1.883 -0.89
C 0.845 1.651 0.990 -0.16
C 2.158 1.475 0.194 -0.44
C 3.278 1.511 1.096 0.07
C 4.509 2.273 0.977 -0.07
N 5.300 1.952 1.974 -0.52
C 4.763 0.862 2.638 0.10
N 3.474 0.732 2.171 -0.46
C -0.326 1.942 0.055 0.69
O -0.155 2.535 -1.090 -0.67
N -1.428 1.215 0.475 -0.64
C -2.532 1.416 -0.281 -0.17
C -2.430 0.477 -1.497 -0.40
C -2.424 -0.996 -1.314 -0.12
C -3.540 -1.921 -1.213 -0.02
N -3.034 -3.207 -1.211 -0.55
C -1.615 -3.222 -1.264 0.15
C -0.396 -4.021 -1.231 -0.24
C 0.926 -3.390 -0.992 -0.22
C 1.240 -2.089 -1.170 -0.26
C 0.030 -1.320 -1.391 -0.19
C -1.242 -1.887 -1.427 -0.10
C -3.755 1.151 0.572 0.81
O -3.642 0.701 1.740 -0.56
O -4.945 0.959 -0.207 -0.74
H 0.919 -0.471 1.441 0.39
H 1.102 0.559 2.920 0.41
H 1.033 2.638 1.427 0.23
H 2.187 2.195 -0.787 0.26
H 2.063 0.562 -0.350 0.22
H 4.920 2.984 0.127 0.22
H 6.453 2.106 1.845 0.43
H 5.148 0.475 3.598 0.21
H -1.515 0.907 1.460 0.49
H -2.854 2.421 -0.584 0.22
H -1.631 1.055 -1.961 0.27
H -3.425 0.875 -2.150 0.17
H -4.630 -1.653 -0.871 0.24
H -3.667 -4.129 -1.148 0.43
H -0.687 -4.991 -0.971 0.20
H 1.714 -4.190 -0.670 0.22
H 2.332 -1.550 -1.020 0.24
H -0.049 -0.229 -1.620 0.22
H -5.031 1.135 -1.163 0.51